No. 1
142
Properties=species:S:1:pos:R:3 method="wB97M-V/def2-TZVPD" total_charge=+1 energy_ha=-4174.93584 homo_lumo_gap_ev="3.9 / 3.8" spin_multiplicity=1 largest_force_ev_per_a=1.4
Os -0.1977 0.9906 -0.1280
S -4.4245 -0.6110 0.3093
S -3.6505 4.2234 -0.1882
S -2.8259 3.2740 -4.0432
P 1.2484 -2.4850 0.9358
O -1.5935 2.3045 -0.4104
N -0.7460 0.8851 1.7527
N 1.1346 2.4253 0.4549
N 1.7454 0.0488 -0.4791
N -1.8538 -0.3469 -0.7983
C -5.9442 3.6709 -1.1439
C 2.4303 -3.6969 0.1735
C -1.8488 -1.4037 5.6634
C -1.8934 2.5604 -2.7946
C 0.8769 -1.1984 -2.8227
C 2.7079 -0.0912 0.6613
C 3.9376 -2.9058 -3.1073
C 0.1030 6.5427 1.5438
C 1.6141 4.5864 1.0823
C -2.1999 -1.0843 1.6917
C -1.4702 3.4354 -5.0735
C 2.3860 4.3263 0.0036
C 0.8536 3.3661 1.3675
C -3.2143 -3.6923 0.4123
C -0.5787 1.8692 2.6781
C 1.7316 -4.3428 -1.0347
C 3.3294 1.4673 -4.7911
C -5.3093 4.5945 -0.3768
C -1.8100 0.2718 3.7406
C -3.5833 -0.0119 -2.6202
C -1.7612 -3.8671 -2.2861
C -2.6492 -0.4758 4.7375
C 2.1080 2.9440 -0.3706
C 2.3435 -1.1774 1.6813
C 3.9014 0.7068 -3.5832
C 0.1043 2.2621 5.9064
C -1.5749 -0.0982 2.3287
C -4.4505 -4.5462 0.1329
C 3.6710 -1.6233 2.3030
C -1.9510 -2.5885 -1.5042
C 2.8424 0.1336 -2.6746
C -4.3697 -1.8329 -1.0709
C 0.4401 -3.2348 2.4139
C -1.3341 -1.4395 -1.6733
C -1.7471 -3.7072 -3.8135
C 1.2446 -3.5972 3.6621
C -3.7827 2.8084 -1.1556
C -4.2776 -1.1637 -2.4237
C -2.7366 0.5474 -1.6215
C 4.6913 5.3683 0.0865
C -2.6635 -1.1208 0.2801
C -0.4130 -1.0278 -2.7546
C -2.4969 2.0497 -1.4754
C -1.2387 1.4742 3.9240
C 2.1567 -1.1027 -3.1140
C -1.2380 2.3173 5.1616
C -0.4413 -4.4026 1.9512
C -3.0334 -2.4376 -0.4578
C 2.8669 -2.1728 -3.9215
C -5.0599 2.6399 -1.5966
C 3.0796 -4.7702 1.0468
C 2.7032 2.1907 -1.3318
C 3.3600 5.2444 -0.6723
C -0.5858 2.4833 -3.1652
C 0.0628 3.0810 2.4726
C -0.3347 2.9792 -4.4806
C 2.4293 0.8037 -1.5588
C 1.4605 5.8769 1.8299
H -0.2251 -2.4149 2.6832
H -5.3799 1.8042 -2.2082
H -0.0065 7.4661 2.1171
H 0.2046 2.1038 -2.5223
H 3.2231 -3.0471 -0.2187
H 2.5963 0.8592 -5.3290
H 3.4754 -3.4847 -2.3005
H -2.3242 -4.3129 0.2838
H -1.1448 -0.8321 6.2767
H -1.5828 3.8784 -6.0561
H -1.8202 -4.6831 -4.2973
H 3.5554 4.8905 -1.6872
H 1.5831 -0.8808 -0.8340
H 3.6142 -4.3599 1.9009
H -0.7262 5.8762 1.7986
H -0.0066 3.8237 3.2587
H -2.7381 -1.7686 2.3338
H -4.5297 -4.8394 -0.9193
H 5.3786 6.0400 -0.4354
H -2.0384 1.9847 5.8241
H 4.1227 1.7381 -5.4890
H 4.5179 -0.1174 -3.9497
H -1.4664 3.3541 4.8958
H -5.2229 -2.5003 -1.0285
H -3.4170 -1.0506 4.2173
H 0.5601 -3.9892 4.4208
H 4.5643 1.3514 -3.0093
H 0.0602 2.8447 6.8295
H -0.8295 -3.2312 -4.1591
H 4.3132 -2.0920 1.5521
H 0.0113 6.7859 0.4802
H -4.8799 -1.5759 -3.2307
H 3.7987 -5.3390 0.4484
H 2.3371 -5.4810 1.4161
H 0.1620 -5.2577 1.6349
H 4.5315 5.7618 1.0946
H -1.0822 -4.1137 1.1116
H 5.1759 4.3913 0.1835
H 3.3158 -1.7072 -4.8052
H 0.6423 3.0077 -4.9500
H 0.9150 2.6632 5.2907
H 2.8299 2.3856 -4.4741
H 2.7876 0.8723 1.1452
H -0.8379 -4.3544 -1.9620
H -3.7293 0.5546 -3.5370
H -1.0832 -4.7464 2.7697
H 4.5017 -3.5951 -3.7376
H 2.2671 6.5578 1.5508
H -2.5185 -1.9484 6.3344
H -7.0013 3.7092 -1.3821
H -1.2787 -2.1353 5.0916
H 4.2136 -0.7525 2.6962
H 4.6482 -2.2058 -2.6545
H -5.7309 5.4676 0.1069
H 0.8655 -4.9355 -0.7177
H 1.5637 5.6950 2.9054
H 1.9899 -4.3693 3.4708
H 3.3664 2.6976 -2.0209
H 1.3754 -3.5851 -1.7392
H 1.7147 -0.7272 2.4598
H 0.3609 1.2307 6.1659
H 3.6856 -0.3298 0.2336
H -3.2359 -3.4162 1.4665
H -2.5686 -4.5499 -2.0145
H -3.1826 0.2524 5.3494
H 2.1247 -2.8832 -4.2865
H 3.5392 -2.3236 3.1221
H -0.8834 -0.5017 -3.5902
H -2.5879 -3.0956 -4.1506
H -4.3964 -5.4616 0.7264
H 1.7407 -2.7306 4.1011
H 2.8981 6.2291 -0.7753
H 2.4156 -5.0160 -1.5648
H -5.3723 -4.0317 0.4172

No. 2
175
Properties=species:S:1:pos:R:3 method="wB97M-V/def2-TZVPD" total_charge=+1 energy_ha=-4864.00167 homo_lumo_gap_ev="7.1 / 3.4" spin_multiplicity=2 largest_force_ev_per_a=5.3
O 24.0317 -14.8678 -18.0980
O 29.3811 -8.9795 -19.7433
O 25.9084 -20.7419 -12.8897
O 23.9069 -18.1958 -25.3743
O 23.1019 -16.8549 -21.7151
O 23.5505 -22.1320 -16.2824
O 30.8235 -20.1681 -19.3402
O 25.0692 -23.2936 -17.3806
O 22.0407 -19.1951 -25.3552
O 35.7917 -18.6945 -15.9425
O 30.9185 -20.4277 -17.2130
O 28.5154 -16.3816 -18.8452
O 27.1590 -16.5307 -20.5501
O 29.0194 -15.1161 -20.6646
O 28.8305 -20.5121 -18.1442
O 37.3524 -17.1363 -16.8324
O 28.7768 -11.5452 -25.6167
O 23.9982 -15.3414 -22.9384
O 27.7407 -13.0736 -24.4310
O 32.5218 -12.5457 -11.8130
O 27.8023 -10.5979 -19.5617
O 29.4379 -10.5469 -21.2484
O 25.1788 -13.7200 -19.5520
O 33.2387 -16.0240 -21.5223
O 25.9956 -19.3634 -14.5905
O 23.6267 -19.6203 -23.7174
O 35.6196 -17.6061 -18.0097
O 27.4159 -21.1980 -14.6125
O 35.2840 -15.4190 -21.6066
O 30.7498 -13.2871 -13.1572
O 32.8974 -13.9196 -13.6965
N 24.9785 -14.1568 -18.4077
N 24.3775 -22.2725 -17.1964
N 34.1475 -15.2252 -21.2526
N 28.7520 -12.6136 -24.9905
N 23.0259 -16.0522 -22.6352
C 34.5234 -11.8692 -19.4911
C 21.6954 -15.9186 -23.2779
C 23.4927 -20.2256 -18.3486
C 34.3982 -18.3167 -18.3466
C 30.4604 -20.4958 -15.8744
C 26.4671 -20.5139 -14.1022
C 19.1339 -15.6340 -24.4916
C 28.7304 -8.0860 -18.9011
C 24.5357 -21.1644 -18.1440
C 25.3088 -17.9709 -25.0381
C 26.6985 -16.2529 -21.8421
C 23.7354 -19.1430 -19.1644
C 30.0644 -20.3612 -18.2542
C 33.7974 -14.0002 -20.5138
C 25.9963 -19.8017 -19.5451
C 28.2440 -15.9155 -20.0755
C 26.7656 -18.6687 -15.6210
C 25.7517 -17.6129 -16.2345
C 25.8390 -13.7354 -17.2470
C 25.8384 -16.5241 -25.5560
C 21.0840 -19.9769 -24.8458
C 27.1059 -13.1530 -17.4575
C 32.4071 -14.7634 -14.6700
C 34.5641 -11.4239 -12.1326
C 29.3668 -16.5413 -16.6184
C 28.8232 -10.1265 -20.0856
C 38.4411 -17.3955 -16.0048
C 36.2254 -17.8998 -16.8473
C 20.7017 -16.8591 -23.0397
C 32.3177 -14.8644 -24.6030
C 26.1049 -13.2198 -14.8471
C 23.1694 -19.0252 -24.7067
C 34.8402 -13.0851 -20.1472
C 24.9752 -18.8852 -19.7492
C 33.0472 -17.6864 -17.8589
C 29.9847 -14.6416 -24.3125
C 30.5269 -18.3858 -20.8831
C 30.3273 -19.8736 -20.6154
C 29.4785 -15.8757 -18.0066
C 33.8504 -12.5773 -11.4915
C 31.9466 -13.2191 -12.9078
C 31.2076 -12.9877 -25.4961
C 21.4188 -14.8762 -24.1952
C 32.4538 -13.5838 -20.1916
C 19.4485 -16.6927 -23.6081
C 26.1647 -21.8600 -12.0762
C 31.1356 -15.3664 -24.1413
C 27.3168 -12.7400 -15.1037
C 32.3842 -13.6483 -25.3052
C 20.2053 -14.7548 -24.8436
C 29.3164 -11.8723 -21.7300
C 30.0028 -13.4194 -24.9629
C 33.2078 -11.5456 -19.2399
C 32.1408 -12.3647 -19.6185
C 27.8400 -12.6737 -16.3861
C 25.8230 -20.9719 -18.7674
C 29.6780 -6.9783 -18.6428
C 25.3069 -13.6922 -15.9029
H 31.4434 -18.0914 -21.3944
H 31.7027 -15.5475 -14.3925
H 25.6856 -16.6294 -21.9852
H 33.0149 -10.5703 -18.8179
H 29.2885 -12.6491 -20.9659
H 25.3371 -16.9610 -15.4655
H 34.6094 -11.5143 -13.2179
H 27.9282 -7.7006 -19.5304
H 33.0947 -16.6003 -17.9382
H 29.0966 -6.2401 -18.0904
H 30.4578 -15.9162 -18.4836
H 31.1190 -12.1931 -19.3139
H 27.0364 -19.3566 -16.4220
H 39.3487 -16.9938 -16.4553
H 26.8021 -22.6060 -12.5508
H 33.2070 -15.4400 -24.3928
H 28.3845 -11.9645 -22.2879
H 26.1891 -16.9338 -16.9664
H 28.8300 -12.2658 -16.5273
H 30.0345 -6.5910 -19.5972
H 28.3162 -16.4542 -16.3413
H 22.5786 -20.4640 -17.8252
H 29.0930 -15.1065 -23.9186
H 26.4843 -15.1848 -21.8059
H 31.0997 -12.1060 -26.1103
H 27.2982 -16.6177 -22.6760
H 29.8477 -21.3968 -15.8463
H 25.1413 -17.9768 -20.3093
H 31.6475 -14.2855 -20.3466
H 32.2334 -18.0551 -18.4832
H 24.2880 -14.0315 -15.7884
H 38.3614 -16.9941 -14.9945
H 30.5544 -17.8600 -19.9288
H 34.3179 -13.5096 -11.8085
H 25.7539 -13.2537 -13.8263
H 21.2951 -20.9905 -25.1867
H 29.7999 -19.6631 -15.6324
H 34.1482 -10.4366 -11.9319
H 35.5858 -11.3837 -11.7548
H 18.6520 -17.4089 -23.4698
H 33.9629 -12.4843 -10.4114
H 24.9334 -18.1037 -16.7614
H 20.1632 -19.5018 -25.1842
H 25.4275 -15.6761 -25.0082
H 30.5333 -7.2308 -18.0161
H 34.4915 -19.3413 -17.9866
H 32.9442 -18.0441 -16.8344
H 29.2860 -14.8071 -17.9112
H 27.6341 -18.1994 -15.1587
H 33.3033 -13.3244 -25.7709
H 29.7391 -18.0986 -21.5796
H 27.4805 -13.0526 -18.4654
H 30.1494 -12.2257 -22.3376
H 35.8818 -13.2944 -20.3408
H 33.2275 -15.4001 -15.0011
H 32.0975 -14.2046 -15.5532
H 35.4003 -11.2622 -19.3205
H 25.4686 -18.0547 -23.9631
H 20.0889 -13.9299 -25.5310
H 31.1715 -16.3031 -23.6048
H 38.7491 -18.4399 -15.9562
H 34.2766 -18.2953 -19.4296
H 25.8658 -16.3839 -26.6366
H 26.8020 -21.6438 -11.2188
H 26.6672 -21.6180 -18.5767
H 22.2194 -14.1950 -24.4432
H 18.1688 -15.5014 -24.9579
H 26.8437 -16.2907 -25.2051
H 29.9608 -15.9631 -15.9107
H 31.2496 -20.5430 -15.1241
H 27.8646 -12.2430 -14.3168
H 29.7619 -17.5551 -16.5538
H 20.9870 -20.0348 -23.7617
H 26.9712 -19.6458 -19.9828
H 30.7623 -20.5868 -21.3157
H 20.8850 -17.6576 -22.3360
H 29.2870 -20.1422 -20.7990
H 28.2188 -8.4698 -18.0185
H 25.2889 -22.3509 -11.6517
H 22.9883 -18.3893 -19.3650
H 25.7863 -18.8295 -25.5102

No. 3
169
Properties=species:S:1:pos:R:3 method="wB97M-V/def2-TZVPD" total_charge=+2 energy_ha=-4147.01185 homo_lumo_gap_ev="6.6 / 2.2" spin_multiplicity=2 largest_force_ev_per_a=4.1
P 17.9349 16.9403 4.4289
F 17.1489 15.6712 3.8535
F 13.6792 24.6841 1.4060
F 17.5204 17.9133 3.2010
F 13.2860 26.0471 3.1112
F 16.5936 17.3710 5.2972
F 18.5093 16.0376 5.6127
F 19.2278 16.5601 3.4927
F 15.0682 26.2468 1.9068
F 18.8152 18.1354 5.0923
O 15.5017 24.7462 4.3502
O 15.0328 23.0455 2.7920
N 23.3671 18.9145 5.2676
N 19.4025 11.8755 7.5316
N 20.5580 18.1075 9.3813
N 18.8014 14.0804 2.4321
N 17.9426 20.0823 6.8738
N 19.2926 16.4377 0.1178
N 16.2495 14.9569 6.8774
N 13.7072 20.4761 8.9159
N 14.3237 17.6991 3.5937
C 24.2274 18.1436 6.3472
C 12.2984 16.7637 3.4249
C 18.9686 13.3497 10.1299
C 14.4614 18.4061 9.2734
C 15.8253 14.8243 8.1794
C 22.1112 18.0498 4.8806
C 20.3920 12.8241 1.3803
C 15.7664 13.9621 6.1208
C 18.0159 11.0176 5.4698
C 12.6888 17.2990 2.1528
C 14.9964 24.3364 3.2827
C 18.0215 11.8283 8.3372
C 22.6132 17.0999 9.4191
C 14.4581 18.6751 7.8863
C 13.9323 17.7959 2.2879
C 19.2880 17.6504 -1.7914
C 18.9110 17.6297 -0.4236
C 19.1419 12.6033 0.8638
C 16.8584 20.5571 6.2897
C 18.3258 12.0211 9.8773
C 20.8509 19.8112 1.2676
C 27.6299 19.0876 8.2436
C 22.0325 20.1450 7.1928
C 17.8140 11.2417 3.9468
C 22.8324 20.2837 5.8731
C 20.3129 10.6786 7.7862
C 14.2206 25.3438 2.4178
C 14.9527 13.2278 6.8993
C 20.1639 13.8228 2.2754
C 20.1486 13.2116 7.8141
C 14.0630 19.5696 9.9114
C 15.0600 13.6718 8.2190
C 20.0971 19.9098 2.4279
C 19.9858 16.4509 -2.0324
C 26.2728 18.3951 7.9070
C 23.8778 17.6721 3.2501
C 25.6074 18.8643 6.6289
C 20.3016 13.4274 9.3604
C 20.7615 22.1528 1.0376
C 20.6057 17.1166 8.3525
C 19.0090 12.1082 6.0348
C 14.0548 19.9722 7.6810
C 21.8580 18.1346 9.9886
C 16.5738 21.8016 6.8641
C 18.3599 20.8968 7.8333
C 19.8873 15.7047 -0.8991
C 15.6391 22.0236 3.5433
C 22.6030 17.0525 3.7617
C 19.5448 21.0894 2.8512
C 15.7634 20.7826 2.6561
C 18.1841 13.2957 1.5098
C 24.0156 19.0802 3.9057
C 21.2038 20.9488 0.5807
C 13.3672 17.0901 4.2425
C 21.7520 21.5297 7.8652
C 19.8997 22.2309 2.1527
C 21.8960 16.5539 8.2993
C 17.5759 22.0223 7.7421
H 28.2147 19.3465 7.3610
H 20.7892 14.3965 9.4662
H 16.0813 15.5365 8.9499
H 16.2366 19.8788 3.0397
H 19.9276 9.8310 7.2194
H 18.3515 14.2027 9.8477
H 19.6072 14.0427 7.3621
H 23.5684 18.0095 7.2051
H 18.7579 21.0590 3.5902
H 13.3655 21.4153 9.0622
H 20.4440 16.1362 -2.9584
H 18.9078 11.9277 0.0544
H 20.8467 14.2184 3.0128
H 11.3876 16.2183 3.6236
H 17.2478 12.1562 3.7704
H 20.4426 10.4860 8.8511
H 23.6156 16.7319 9.5804
H 21.2129 22.2084 7.2042
H 17.3341 12.5919 7.9730
H 19.8830 18.9988 2.9671
H 14.9552 21.7485 4.3462
H 17.3670 12.0523 10.3949
H 16.6256 22.3835 3.8352
H 17.1212 13.3160 1.3195
H 18.3857 14.6828 3.1281
H 13.6010 16.9294 5.2845
H 23.6231 21.0322 5.8226
H 16.0072 13.9355 5.0683
H 21.9572 18.8464 10.7948
H 18.7191 11.3992 3.3603
H 19.2204 20.6178 8.4232
H 21.1716 21.3864 8.7766
H 17.5446 10.8545 8.2253
H 23.3341 19.8142 3.4757
H 19.2655 16.2166 1.1029
H 18.5188 13.0730 5.9052
H 19.7400 17.0527 7.7100
H 21.1086 19.5946 7.0154
H 21.2857 10.9292 7.3634
H 14.3470 12.4027 6.5544
H 18.8731 11.1889 10.3198
H 21.2746 18.8582 0.9871
H 21.0752 23.0766 0.5744
H 16.2441 19.9957 5.6013
H 24.7207 17.0833 3.6119
H 19.1309 13.5825 11.1824
H 26.5196 17.3466 7.7402
H 16.4032 20.9368 1.7872
H 28.2128 18.3401 8.7816
H 21.7991 20.8917 -0.3186
H 21.3235 12.2909 1.2606
H 17.0895 10.9879 6.0433
H 21.0454 12.7247 9.7361
H 24.0530 17.7869 2.1804
H 13.9025 20.5502 6.7814
H 22.7866 16.0770 4.2120
H 19.7670 18.6380 9.7174
H 15.2602 17.9125 3.9058
H 18.4430 10.0182 5.5523
H 22.6978 21.9132 8.2478
H 25.6524 18.3157 8.7997
H 18.4379 18.3473 0.2303
H 13.8977 19.8610 10.9381
H 19.4242 23.1549 2.4471
H 15.7679 22.5071 6.7254
H 14.8174 20.4613 2.2203
H 21.8809 16.8915 2.9613
H 25.4982 19.9472 6.6882
H 19.0550 18.5322 -2.3697
H 21.6743 17.4595 5.6861
H 22.1757 20.6196 5.0705
H 24.2119 17.1264 5.9559
H 20.2503 14.7078 -0.6970
H 12.1764 17.2413 1.2038
H 24.9814 19.5316 4.1330
H 21.1082 13.1677 7.2989
H 27.3766 19.9516 8.8580
H 14.5502 18.2181 1.5093
H 17.7052 22.8877 8.3752
H 22.5080 19.5224 7.9507
H 21.2593 18.5954 4.4750
H 14.4829 13.2605 9.0340
H 18.3115 19.1772 6.6193
H 14.7605 17.4601 9.7000
H 19.9482 12.0033 5.4916
H 26.2905 18.6835 5.7989
H 14.7538 17.9081 7.1858
H 17.3224 10.3225 3.6283
H 16.8752 15.6751 6.5415
H 22.1843 15.7446 7.6449